Entry 1:
C4H11N3O2 as an isolated structure. Source: OMol25; level of theory: the ωB97M-V functional and the def2-TZVPD basis.

- LUMO level (eV) = 0.41
- largest force on an atom (eV Å⁻¹) = 3.9
- frontier orbital gap (eV) = 9.11
- energy (Eh) = -473.74673

```
20
Properties=species:S:1:pos:R:3:forces:R:3:mulliken_charge:R:1
H 0.111808 -0.817517 -0.315533 0.063 0.983 0.058 0.35
H -2.723122 -3.010010 0.600279 0.431 -0.255 0.285 0.26
N 0.530316 0.046344 -1.125406 -0.440 -0.194 1.157 -0.39
C -1.163018 -1.782193 1.442167 -1.745 -1.233 1.098 0.69
H 0.499704 3.064808 -1.273176 0.563 0.161 0.381 0.30
N 1.316194 2.441087 -1.177591 -2.933 -1.719 -1.861 -0.40
N 0.411010 1.430231 0.695652 -0.499 0.053 1.604 -0.29
O -1.733140 -1.470351 2.485358 0.499 -0.290 -0.522 -0.65
H -1.271155 -4.023356 0.913157 0.234 -0.066 0.556 0.26
C 1.763107 2.166116 -2.616262 1.011 0.530 2.041 -0.93
H 0.591574 -0.151181 -2.105224 0.392 0.562 -0.190 0.13
C 0.672115 1.236358 -0.580064 1.838 1.000 -0.710 0.50
H 2.752622 1.771219 -2.344434 -0.207 -0.384 -1.292 0.33
O -0.255804 -1.065488 0.898881 1.100 0.136 -0.573 -0.74
H 1.902365 3.117789 -3.131880 -0.057 -0.070 0.188 0.35
C -1.621594 -3.040712 0.645208 -0.466 1.704 -0.671 -0.90
H -1.280075 -2.812060 -0.359400 0.048 -0.443 -0.402 0.27
H 0.475294 2.318169 1.196584 0.399 -0.446 -0.948 0.19
H 1.122748 1.527308 -3.227167 0.122 -0.084 0.264 0.33
H 0.159530 0.610345 1.268760 -0.352 0.056 -0.465 0.32
```
Forces are in eV/Å.

---

Entry 2:
C17H16BCoNO6 as an isolated structure. Source: OMol25; level of theory: the ωB97M-V functional and the def2-TZVPD basis.

- LUMO level (spin up / spin down) (eV) = -1.03 / -1.03
- largest force on an atom (eV Å⁻¹) = 0.4
- frontier orbital gap (spin up / spin down) (eV) = 7.21 / 7.27
- energy (Eh) = -2571.32303
- spin multiplicity = 2

```
42
Properties=species:S:1:pos:R:3:forces:R:3:mulliken_charge:R:1
O -2.670065 -0.189910 4.182738 0.189 -0.027 -0.159 -0.64
C -0.817687 -0.742160 -1.993996 -0.002 0.014 0.021 -0.86
H 2.589966 1.769867 5.383712 -0.008 0.010 0.003 0.43
C 1.127009 -2.238122 3.342223 -0.021 0.105 0.106 0.44
H -1.216075 -0.425217 -5.990968 0.010 -0.016 -0.002 0.45
O -1.047391 0.526786 1.318171 -0.060 -0.019 0.044 -0.48
H 1.985817 -0.501003 -4.010243 -0.002 0.000 0.013 0.37
N -0.139174 -0.603074 4.316769 0.074 0.091 0.020 -0.34
C -0.761533 0.644305 -0.017508 0.017 0.021 -0.059 0.79
C 2.163027 -0.127537 4.478708 -0.114 0.120 0.073 -0.40
O -2.484979 1.736891 5.339088 -0.016 -0.022 -0.006 -0.64
O 0.079529 -2.756905 2.974596 0.233 0.014 -0.053 -0.57
H 0.815849 -1.821528 -3.946253 -0.005 -0.006 -0.005 0.34
C 0.477878 1.447185 5.242132 -0.053 0.023 0.017 -0.45
C -2.028870 0.751873 4.798319 -0.008 0.068 0.062 0.47
H -0.075919 2.665985 -0.231766 0.007 0.000 0.004 0.43
H 2.205561 -3.546506 2.543661 -0.039 -0.019 -0.006 0.39
O -1.479544 -1.464994 0.277264 -0.078 -0.072 0.037 -0.71
C -1.355175 -0.375961 -4.909055 -0.017 0.002 0.008 -1.63
H -1.034577 -1.698105 -2.451346 -0.001 -0.009 0.001 0.42
C 0.324084 1.449504 -4.929294 0.004 0.018 -0.004 -2.16
C -0.504011 0.554312 4.825154 0.083 -0.048 -0.025 0.51
H -1.613890 -1.377343 -4.563816 -0.010 0.004 0.017 0.32
H 3.194567 -0.397102 4.307613 0.005 -0.016 -0.021 0.51
H 0.188561 2.399609 5.663449 -0.011 -0.004 0.007 0.52
H 0.435913 1.270023 -5.999867 0.012 -0.007 -0.001 0.43
H 1.277364 1.829167 -4.557639 -0.003 0.003 0.014 0.42
O 2.316053 -2.745918 3.080157 0.024 -0.005 0.021 -0.42
Co -1.568356 -1.516992 3.340751 -0.438 -0.018 -0.063 0.10
C -0.276295 1.720677 -0.717294 -0.035 -0.012 0.018 -1.56
C -0.325386 0.340090 -2.738320 0.016 -0.006 -0.002 0.13
C -0.078610 0.148015 -4.235795 0.003 0.006 -0.002 2.24
H 0.317904 2.384098 -2.648707 -0.007 0.003 -0.004 0.42
B -1.489446 -0.797764 1.510626 0.231 0.057 0.145 0.66
C 1.050292 -0.873310 -4.431809 0.002 -0.012 -0.023 -1.56
C 1.120512 -0.949337 4.104144 -0.032 -0.199 -0.090 0.48
C 1.808169 1.088845 5.074903 0.083 -0.083 -0.041 -0.31
C -1.022470 -0.560599 -0.648936 -0.020 0.021 -0.027 0.39
H -2.202158 0.280004 -4.701553 0.006 0.016 -0.013 0.37
H 1.207315 -1.068458 -5.495302 0.003 0.011 -0.005 0.41
H -0.430695 2.226766 -4.797812 -0.014 -0.007 -0.010 0.45
C -0.063065 1.543844 -2.086899 -0.007 0.000 -0.011 -0.15
```
Forces are in eV/Å.